No. 1
Computed, not measured: C2H2Cl2S in the gas phase, with wB97M-V/def2-TZVPD.

As for the SMILES: Cl[C@@H]1S[C@H]1Cl. The calculation puts the total energy at -1395.95586 Eh. As for the net charge: 0. The value obtained for the lowest unoccupied orbital energy is 0.607 eV. The HOMO-LUMO gap comes out at 10.3764 eV. As for the spin multiplicity: 1. For the highest occupied orbital energy, the calculation gives -9.8 eV.

```
7
C2H2Cl2S | the OMol25 dataset | wB97M-V/def2-TZVPD
Cl -2.13 -0.56 -0.05
C -0.56 0.00 0.48
S 0.00 1.64 0.00
C 0.56 0.00 -0.48
Cl 2.13 -0.56 0.05
H -0.37 -0.26 1.51
H 0.37 -0.26 -1.51
```

No. 2
Computed, not measured: C2H2Cl2S in the gas phase in a non-equilibrium geometry, with wB97M-V/def2-TZVPD.

The calculation puts the total energy at -1395.77216 Eh. As for the net charge: 0. The expectation value of S² is 2.011. The value obtained for the lowest unoccupied orbital energy (spin up / spin down) is 0.684 / -2.712 eV. The HOMO-LUMO gap (spin up / spin down) comes out at 7.3045 / 6.9818 eV. As for the spin multiplicity: 3. For the highest occupied orbital energy (spin up / spin down), the calculation gives -6.6 / -9.7 eV.

```
7
C2H2Cl2S | the OMol25 dataset | wB97M-V/def2-TZVPD
C -0.55 -0.58 -0.48
C -1.40 0.39 -0.12
S -0.96 -2.47 -0.66
Cl -1.31 1.85 -0.90
Cl -2.91 0.10 0.77
H 0.38 -0.14 -0.77
H -0.65 -1.66 0.53
```

No. 3
Computed, not measured: a molecular structure, C2H2Cl2S2 in a non-equilibrium geometry, with wB97M-V/def2-TZVPD.

The calculation puts the total energy at -1794.12611 Eh. As for the net charge: 0. The value obtained for the lowest unoccupied orbital energy is -0.147 eV. The HOMO-LUMO gap comes out at 9.6041 eV. As for the spin multiplicity: 1. For the highest occupied orbital energy, the calculation gives -9.8 eV.

```
8
C2H2Cl2S2 | the OMol25 dataset | wB97M-V/def2-TZVPD
C -1.17 0.50 -0.31
C 0.97 -0.57 0.51
S 0.13 1.13 0.76
S -0.49 -1.17 -0.37
Cl -1.13 1.21 -1.98
Cl 2.56 -0.62 -0.46
H -2.04 0.57 0.30
H 1.17 -1.07 1.55
```

No. 4
Computed, not measured: a gas-phase ion, C2H2Cl3N3S (charge +2) in a non-equilibrium geometry, with wB97M-V/def2-TZVPD.

As for the SMILES: ClN=C=[NH+]/C(Cl)=[NH+]\SCl. The calculation puts the total energy at -2019.60067 Eh. As for the net charge: +2. The value obtained for the lowest unoccupied orbital energy (spin up / spin down) is -9.993 / -9.992 eV. The HOMO-LUMO gap (spin up / spin down) comes out at 7.6001 / 7.6025 eV. As for the spin multiplicity: 1. For the highest occupied orbital energy (spin up / spin down), the calculation gives -17.6 / -17.6 eV.

```
11
C2H2Cl3N3S | the OMol25 dataset | wB97M-V/def2-TZVPD
Cl -4.05 -0.28 0.83
N -2.61 0.04 0.04
C -1.59 0.23 -0.50
N -0.45 0.65 -0.99
C 0.55 0.68 -0.07
Cl 0.78 2.16 0.69
N 1.30 -0.31 0.35
S 1.44 -1.88 -0.16
Cl 3.16 -2.50 0.57
H -0.40 1.17 -1.87
H 1.87 0.03 1.11
```